# 1
{"formula": "C60H48N2P3PtSSi", "method": "ωB97M-V/def2-TZVPD", "e_above_lowest_kj_mol": 0.0, "multiplicity": 3, "orbital_gap_ev": [4.039, 5.550], "s_squared": 2.0255, "homo_energy_ev": [-7.2518, -9.0300], "charge": 1, "lumo_ev": [-3.2, -3.5], "species": ["Pt", "S", "P", "P", "P", "Si", "N", "N", "C", "C", "C", "C", "C", "C", "C", "C", "C", "C", "C", "C", "C", "C", "C", "C", "C", "C", "C", "C", "C", "C", "C", "C", "C", "C", "C", "C", "C", "C", "C", "C", "C", "C", "C", "C", "C", "C", "C", "C", "C", "C", "C", "C", "C", "C", "C", "C", "C", "C", "C", "C", "C", "C", "C", "C", "C", "C", "C", "C", "H", "H", "H", "H", "H", "H", "H", "H", "H", "H", "H", "H", "H", "H", "H", "H", "H", "H", "H", "H", "H", "H", "H", "H", "H", "H", "H", "H", "H", "H", "H", "H", "H", "H", "H", "H", "H", "H", "H", "H", "H", "H", "H", "H", "H", "H", "H", "H"], "positions_angstrom": [[0.591, -0.063, 0.203], [1.695, -3.162, -6.247], [0.111, -0.463, 2.439], [2.408, 1.533, 0.170], [-2.156, -1.206, -0.236], [-0.919, 1.625, 0.455], [0.759, -0.224, -1.862], [0.169, -1.099, -6.809], [0.245, 5.597, 0.095], [-1.069, -3.568, -1.070], [-3.842, 2.501, -2.389], [1.066, -4.367, 2.053], [-2.742, 2.616, -1.551], [2.627, -0.614, 5.676], [-1.151, -4.329, 2.991], [-0.031, -2.262, 2.502], [0.130, 3.182, 0.316], [-5.641, -2.898, 2.271], [4.939, 0.409, 3.124], [-0.663, -4.540, -1.971], [-3.992, 0.159, -1.872], [0.120, 0.421, -2.878], [0.885, -1.750, -5.842], [2.217, 1.696, 5.144], [-4.905, -3.749, 1.458], [1.075, -2.982, 2.037], [-0.050, -5.040, 2.535], [-1.393, 0.386, 2.949], [-3.587, -1.886, 0.671], [1.617, -1.795, -3.465], [2.950, 1.819, -2.528], [-3.882, -3.249, 0.665], [-1.581, -3.247, -3.771], [-1.147, -2.940, 2.977], [-2.864, 0.258, -1.063], [2.225, 4.282, -0.239], [-2.250, 1.506, -0.864], [5.397, 1.606, 3.656], [-2.864, 2.227, 2.505], [3.987, 2.829, 2.137], [-5.360, -1.538, 2.274], [3.708, 1.669, -3.676], [-1.796, 1.420, 2.108], [1.835, -1.005, 4.602], [2.817, 0.731, 5.946], [-3.082, 0.966, 4.546], [-4.479, 1.276, -2.536], [-3.504, 1.999, 3.713], [4.007, 0.425, 2.100], [1.532, -1.314, -2.203], [-4.342, -1.035, 1.478], [3.534, 1.633, 1.588], [3.488, 1.492, -1.283], [1.514, 3.120, 0.059], [1.593, 5.516, -0.223], [0.899, -1.177, -4.532], [-0.477, 4.441, 0.349], [5.558, 0.886, -2.356], [-2.015, 0.166, 4.175], [1.429, 1.312, 4.075], [1.235, -0.043, 3.798], [-1.757, -2.432, -1.510], [4.915, 2.812, 3.168], [0.183, 0.007, -4.172], [-2.000, -2.276, -2.872], [-0.915, -4.378, -3.326], [4.800, 1.027, -1.203], [5.012, 1.199, -3.593], [6.576, 0.527, -2.287], [-0.839, -3.687, -0.017], [-0.531, -0.419, -6.572], [3.277, 4.219, -0.491], [6.124, 1.599, 4.458], [-0.325, 0.621, -4.904], [1.678, -2.058, 4.409], [1.951, -2.456, 1.669], [-2.024, -4.856, 3.353], [3.642, -0.512, 1.690], [-1.536, 4.528, 0.570], [-5.940, -0.864, 2.891], [-4.209, 3.371, -2.919], [-4.332, 2.628, 4.014], [-0.248, 6.560, 0.126], [-1.751, -3.109, -4.831], [3.277, 1.911, -4.639], [5.302, -0.535, 3.509], [3.619, 3.777, 1.770], [-4.140, 0.029, 1.484], [-1.666, -0.611, 4.846], [-5.134, -4.807, 1.431], [3.085, -1.365, 6.305], [-3.326, -3.925, 0.027], [2.154, 6.412, -0.455], [2.096, -1.775, -1.395], [5.237, 0.779, -0.245], [5.266, 3.746, 3.589], [-0.427, 1.315, -2.613], [-3.581, 0.793, 5.490], [-0.129, -5.412, -1.615], [-0.063, -6.122, 2.552], [1.924, -4.918, 1.690], [-5.351, 1.187, -3.172], [0.077, -1.572, -7.691], [5.602, 1.077, -4.492], [2.365, 2.747, 5.355], [2.229, -2.660, -3.675], [-4.492, -0.796, -1.989], [-2.022, -2.397, 3.315], [-2.488, -1.388, -3.250], [-0.569, -5.113, -4.040], [0.954, 2.068, 3.458], [1.934, 2.183, -2.606], [-3.210, 3.033, 1.865], [3.430, 1.032, 6.786], [-2.266, 3.583, -1.440], [-6.439, -3.290, 2.887]], "forces_ev_per_a": [[-0.165, -0.112, 0.310], [-0.024, 0.035, 0.024], [0.208, -0.068, -0.194], [0.235, -0.060, -0.164], [0.038, 0.048, 0.066], [-0.210, 0.107, -0.042], [-0.126, -0.022, 0.079], [-0.009, 0.031, 0.029], [0.005, 0.006, -0.013], [0.054, 0.020, -0.041], [-0.011, -0.022, -0.009], [-0.008, 0.029, -0.003], [-0.017, 0.018, 0.006], [-0.026, -0.027, -0.003], [-0.044, -0.021, -0.014], [0.068, -0.011, 0.034], [0.119, -0.065, -0.030], [0.011, -0.029, -0.028], [0.001, 0.012, -0.004], [0.007, 0.025, 0.045], [0.002, -0.008, -0.020], [0.010, -0.032, -0.051], [0.012, -0.052, -0.038], [0.005, -0.003, 0.005], [-0.044, 0.001, 0.044], [-0.093, -0.007, -0.020], [-0.010, -0.007, -0.006], [0.010, -0.007, 0.018], [-0.007, -0.146, -0.074], [0.012, -0.002, 0.015], [0.034, 0.045, 0.004], [0.007, -0.007, -0.027], [0.037, -0.007, -0.017], [-0.078, 0.011, -0.067], [-0.014, 0.032, 0.002], [-0.006, 0.008, -0.019], [0.047, -0.029, 0.061], [0.011, -0.003, -0.005], [-0.035, 0.002, 0.015], [0.013, 0.002, 0.012], [0.003, 0.043, -0.013], [-0.019, 0.009, 0.000], [-0.037, 0.131, -0.129], [-0.006, 0.023, 0.029], [-0.003, 0.031, 0.004], [-0.003, -0.019, 0.003], [0.006, 0.026, 0.006], [0.009, 0.006, -0.005], [-0.006, -0.001, -0.006], [-0.001, 0.064, -0.041], [0.054, 0.008, 0.064], [-0.005, 0.022, -0.001], [-0.009, 0.030, 0.001], [-0.147, -0.069, 0.073], [0.001, -0.005, 0.005], [-0.032, 0.004, -0.003], [-0.018, 0.008, 0.013], [-0.002, -0.011, -0.011], [-0.065, -0.017, 0.073], [0.023, -0.042, -0.011], [0.039, 0.022, -0.001], [0.094, 0.014, -0.035], [0.002, 0.013, -0.005], [0.019, 0.004, 0.054], [-0.005, -0.026, 0.005], [-0.002, 0.007, -0.028], [-0.009, -0.010, 0.009], [0.004, -0.002, 0.011], [-0.007, 0.005, -0.001], [-0.007, 0.008, 0.051], [0.013, -0.014, -0.010], [-0.010, 0.004, -0.010], [-0.005, -0.001, -0.008], [0.007, -0.013, 0.005], [0.011, 0.005, 0.012], [0.025, 0.012, -0.006], [0.006, 0.009, -0.001], [0.003, 0.009, -0.003], [0.015, -0.005, 0.000], [0.004, -0.004, -0.004], [-0.002, -0.009, 0.004], [0.009, -0.007, -0.007], [0.002, -0.011, -0.001], [0.000, 0.008, 0.000], [-0.001, -0.004, 0.004], [-0.003, 0.010, 0.000], [0.009, -0.009, 0.013], [0.011, 0.015, 0.001], [0.013, 0.023, -0.040], [0.005, 0.013, 0.001], [-0.001, 0.006, -0.010], [-0.006, 0.019, 0.026], [-0.005, -0.010, 0.004], [-0.017, -0.016, 0.024], [0.007, 0.000, 0.014], [-0.004, -0.008, -0.004], [-0.036, -0.004, 0.002], [0.001, 0.014, -0.011], [-0.007, 0.000, -0.006], [0.003, 0.008, -0.005], [-0.008, 0.001, 0.006], [0.009, 0.010, 0.004], [0.001, -0.016, -0.003], [-0.005, -0.004, 0.004], [-0.002, -0.009, -0.003], [-0.005, 0.009, -0.016], [0.018, 0.004, 0.002], [0.015, -0.019, -0.024], [-0.021, 0.018, 0.035], [0.002, 0.006, 0.005], [0.003, 0.012, -0.004], [0.048, 0.026, 0.009], [-0.001, -0.025, 0.004], [-0.004, 0.000, -0.007], [-0.001, -0.015, 0.002], [0.008, 0.002, 0.002]], "mulliken_charge": [1.8743, -0.4060, 1.7040, 1.6263, 2.1109, -1.4354, 1.5375, -0.3213, -0.9864, -0.1386, -1.0137, -0.8880, -0.1058, -0.8214, -0.6429, 0.6723, 1.1902, -0.7057, -0.7376, -0.8049, -0.4640, -0.4289, 0.5425, -0.7390, -0.7313, -0.3743, -0.8183, 0.1099, 0.5158, -1.2649, -0.7354, -0.6681, -0.6613, -0.8377, 0.2079, -0.7452, 0.0462, -0.7412, -0.7847, -0.6340, -0.6137, -0.4652, 1.1709, -0.4553, -0.6623, -1.1103, -0.8890, -0.7763, 0.1841, -0.6920, -0.3521, 0.2209, 0.8383, -0.1709, -0.9347, 0.5668, -0.2238, -0.7369, -0.4550, -0.3848, 0.7745, 0.7459, -0.7444, -1.1959, -0.8957, -0.8470, -0.9577, -0.8291, 0.4583, 0.0078, 0.1401, 0.6366, 0.4376, 0.2507, 0.4256, 0.1958, 0.4421, 0.2520, 0.4370, 0.4862, 0.4531, 0.4864, 0.4499, 0.3883, 0.4456, 0.4865, 0.3979, 0.2289, 0.5625, 0.4882, 0.4655, 0.4614, 0.4540, 0.2610, 0.3634, 0.4472, -0.0928, 0.4268, 0.4543, 0.4059, 0.5068, 0.4377, 0.2111, 0.4082, 0.4873, 0.4782, 0.5718, 0.2327, 0.2763, 0.4420, 0.1705, 0.2009, 0.3162, 0.4506, 0.5761, 0.4189]}

***

# 2
{"formula": "C2H4F3P", "method": "ωB97M-V/def2-TZVPD", "e_above_lowest_kj_mol": 190.8, "multiplicity": 1, "orbital_gap_ev": 8.932, "homo_energy_ev": -9.0441, "lumo_ev": -0.1, "species": ["P", "F", "F", "F", "C", "C", "H", "H", "H", "H"], "positions_angstrom": [[2.006, -0.962, 0.618], [1.820, 0.522, 1.135], [3.259, -1.255, 1.492], [2.889, -0.608, -0.638], [-0.717, 0.976, -0.174], [-1.824, 0.011, -0.479], [-1.766, 0.492, -1.478], [-1.645, -1.134, -0.477], [-2.815, 0.105, -0.060], [-1.205, 1.853, 0.060]], "forces_ev_per_a": [[-0.014, 1.113, -0.381], [-0.054, -0.313, 0.129], [0.582, -0.685, 1.037], [-0.360, -0.027, -0.631], [-0.003, -3.747, -0.947], [1.367, -1.274, 1.450], [-0.240, -0.239, -0.728], [0.407, 2.007, -0.589], [-0.434, 0.699, 0.024], [-1.251, 2.467, 0.635]], "nbo_charge": [1.7403, -0.5737, -0.5836, -0.5815, -0.0495, -0.7397, 0.2765, 0.2168, 0.2056, 0.0886]}

***

# 3
{"formula": "C6H6FLiO6Yb", "method": "ωB97M-V/def2-TZVPD", "e_above_lowest_kj_mol": 20.7, "multiplicity": 3, "orbital_gap_ev": [6.139, 6.368], "s_squared": 2.0043, "homo_energy_ev": [-12.3804, -15.8258], "charge": 2, "lumo_ev": [-6.2, -9.5], "species": ["Yb", "F", "O", "O", "O", "O", "O", "O", "C", "C", "C", "C", "C", "C", "Li", "H", "H", "H", "H", "H", "H"], "positions_angstrom": [[-4.855, -1.142, 1.611], [-1.362, 2.499, -2.037], [-1.503, 0.356, -1.335], [-2.993, -0.475, 0.069], [1.133, -1.754, 1.405], [-0.412, -2.373, -0.107], [1.200, -0.960, -0.633], [-1.568, 1.170, 0.680], [2.158, -0.119, 0.064], [0.584, -1.752, 0.220], [-0.319, 1.707, 0.059], [-2.093, 0.342, -0.129], [2.189, -0.758, 1.451], [-0.626, 1.487, -1.377], [-1.257, -1.706, -1.714], [1.909, -0.054, 2.242], [3.102, -0.239, -0.481], [-0.260, 2.765, 0.329], [1.634, 0.997, 0.041], [0.208, 1.264, -2.049], [3.132, -1.258, 1.693]], "forces_ev_per_a": [[0.050, 0.018, -0.057], [1.076, -1.090, 1.685], [0.285, -0.060, -0.307], [0.766, 1.131, 0.314], [-0.130, 0.052, -0.033], [-0.145, 0.229, -0.208], [0.205, 0.715, -0.606], [2.403, 1.448, 1.148], [-1.075, 1.448, -0.475], [-0.255, -0.539, 0.358], [-3.599, 1.535, 0.130], [-1.857, -2.569, -1.136], [0.014, 0.292, 0.683], [-0.165, 0.117, -2.586], [0.078, -0.321, 0.119], [0.283, -0.232, -0.131], [-0.283, 0.716, 0.168], [0.732, -0.346, 0.538], [1.935, -2.634, 0.174], [-0.057, -0.021, 0.319], [-0.260, 0.111, -0.099]], "nbo_charge": [0.9883, -0.2999, -0.5344, -0.7232, -0.4262, -0.7245, -0.5109, -0.4356, -0.0880, 0.9984, 0.1546, 1.0241, -0.1210, 0.3416, 0.9629, 0.2255, 0.2540, 0.2513, 0.1905, 0.2270, 0.2455]}

***

# 4
{"formula": "CH8N4P", "method": "ωB97M-V/def2-TZVPD", "e_above_lowest_kj_mol": 440.1, "multiplicity": 1, "orbital_gap_ev": 10.818, "homo_energy_ev": -14.2653, "charge": 1, "lumo_ev": -3.4, "species": ["P", "N", "N", "N", "N", "C", "H", "H", "H", "H", "H", "H", "H", "H"], "positions_angstrom": [[1.690, 1.371, -0.015], [1.799, -1.483, 0.344], [-0.334, -0.543, 0.182], [-1.270, 0.501, 0.091], [-2.596, 0.157, 0.290], [0.908, -0.307, 0.163], [-1.246, 0.914, -0.909], [-2.908, -0.448, -0.519], [2.636, -1.284, -0.166], [-1.184, 1.278, 0.648], [-2.782, -0.268, 1.186], [2.737, 0.942, -0.527], [1.452, -2.445, 0.490], [1.098, 1.616, -1.260]], "forces_ev_per_a": [[-4.347, 1.527, 2.552], [-2.397, 3.573, -0.215], [-1.044, -1.546, 0.728], [-0.039, -0.352, -4.093], [-1.998, -1.155, -2.000], [2.634, -2.915, 0.217], [-0.016, -0.667, 1.596], [0.397, 0.688, 1.593], [0.575, -0.804, 0.034], [1.285, 2.526, 2.338], [0.395, -0.244, 0.128], [4.739, -1.860, -2.123], [0.100, 1.147, -0.449], [-0.283, 0.082, -0.306]], "nbo_charge": [0.3557, -0.7940, -0.4050, -0.2026, -0.6229, 0.2282, 0.4253, 0.3957, 0.3976, 0.4185, 0.4022, -0.0222, 0.4334, -0.0099]}